No. 1
H18O9 | ωB97M-V with the def2-TZVPD basis set

Output
Energy relative to the best compared isomer or geometry (same formula, charge and spin) in kJ/mol: 411.9
Total energy in hartree: -687.86889
HOMO in eV: -10.25
LUMO level in eV: 0.2

Structure (XYZ):
```
27
H18O9 (ωB97M-V with the def2-TZVPD basis set)
H -0.1325 -1.0759 0.4356
H -1.0186 -0.0478 1.1195
H 0.7958 2.6837 1.4744
H -0.4230 2.9936 0.6209
H -0.5467 -1.4392 -1.1811
H 0.0547 -0.5894 -2.2885
H -0.1259 -4.0175 1.9706
H -0.5030 -2.5457 1.9330
H 2.4616 3.2712 1.5967
H 3.7034 3.2695 0.7203
H -0.7557 -2.2971 -3.3477
H -1.5615 -1.7574 -4.5180
H 1.2778 -3.6418 -1.1449
H 0.5827 -4.8703 -1.7086
H 2.9131 1.8607 -0.9778
H 1.3999 1.9346 -0.8563
H -4.2739 2.2438 2.4469
H -4.3433 3.1085 3.6948
O -0.1562 -0.1498 0.7014
O 0.0640 2.2597 1.0123
O -0.2386 -0.5460 -1.3713
O 0.1840 -3.1615 1.6542
O 3.4244 3.2780 1.6429
O -0.9695 -2.4766 -4.2702
O 0.4162 -3.9609 -1.4362
O 2.1648 2.4444 -1.1462
O -4.8271 2.4272 3.2146
```

---

No. 2
C31H29BrN4O6ReS | ωB97M-V with the def2-TZVPD basis set

Output
Net charge: +2
Energy relative to the best compared isomer or geometry (same formula, charge and spin) in kJ/mol: 22.7
Total energy in hartree: -4919.16416
HOMO (alpha / beta) in eV: -13.47 / -13.48
LUMO level (alpha / beta) in eV: -6.6 / -7.4
2S+1: 4

Structure (XYZ):
```
73
C31H29BrN4O6ReS (ωB97M-V with the def2-TZVPD basis set)
Re 0.6910 -0.4725 0.0640
C 3.3198 -2.4035 -1.1072
C 3.5285 -1.8276 0.2498
C 4.7295 -2.1051 0.9014
C 5.0062 -1.5645 2.1302
C 4.0573 -0.7431 2.7240
C 2.8718 -0.5163 2.0734
N 2.5908 -1.0422 0.8442
C 1.7861 0.2613 2.7143
C 1.9580 0.9511 3.8945
C 0.8474 1.5218 4.4952
C -0.3986 1.3074 3.9449
C -0.5211 0.6096 2.7518
N 0.5864 0.1824 2.0993
C -1.8511 0.1677 2.2492
C -3.0269 0.7183 2.7291
C -4.2220 0.1107 2.3685
C -4.1804 -0.9977 1.5479
C -2.9542 -1.4579 1.0626
C -2.8927 -2.6353 0.1363
N -1.8072 -0.8698 1.4136
H 4.2709 -2.7587 -1.4958
H 2.9138 -1.6722 -1.7982
H 2.6448 -3.2579 -1.0532
H 5.4409 -2.7497 0.4053
H 5.9416 -1.7738 2.6317
H 4.2426 -0.3169 3.6970
H 2.9303 1.0377 4.3531
H 0.9508 2.0750 5.4194
H -1.2820 1.6371 4.4689
H -3.0294 1.5837 3.3757
H -5.1646 0.4920 2.7379
H -5.0874 -1.5169 1.2686
H -3.8896 -3.0275 -0.0529
H -2.2793 -3.4325 0.5550
H -2.4485 -2.3453 -0.8199
O -0.5155 -5.2042 -3.7147
C -0.3184 -4.2787 -2.9970
C 0.1455 -2.8594 -3.4255
O 0.2816 -2.4173 -4.5290
C 0.3539 -2.1647 -2.1345
C 0.0444 -2.9221 -1.0655
O 0.1951 -2.3793 0.1339
C -0.4482 -4.2701 -1.4488
O -0.8855 -5.1230 -0.7328
O 0.8130 -0.9474 -1.8757
Br 1.1135 3.6538 -3.9713
C 1.7659 3.0277 -2.3374
C 2.7795 3.6880 -1.6665
C 3.2117 3.1548 -0.4627
C 2.6116 2.0181 0.0306
N 1.6069 1.3849 -0.6094
C 1.2177 1.8802 -1.8032
H 3.2257 4.5839 -2.0771
H 4.0158 3.6154 0.0939
H 2.9390 1.6052 0.9690
H 0.4749 1.3165 -2.3416
C -2.2778 0.6541 -3.4946
C -3.1630 0.5758 -2.2584
S -2.3649 1.0642 -0.7350
O -0.9747 0.3941 -0.8761
C -2.0946 2.8236 -1.0055
C -3.0714 3.6345 -0.1622
H -2.8075 0.2065 -4.3344
H -1.3538 0.0936 -3.3538
H -2.0342 1.6802 -3.7700
H -3.4964 -0.4463 -2.0684
H -4.0548 1.2076 -2.3144
H -2.1946 3.0398 -2.0682
H -1.0570 2.9943 -0.7148
H -4.1077 3.3899 -0.3992
H -2.9303 4.6953 -0.3626
H -2.9188 3.4618 0.9032
```

---

No. 3
C2H2OS4 | ωB97M-V with the def2-TZVPD basis set

Output
Energy relative to the best compared isomer or geometry (same formula, charge and spin) in kJ/mol: 3.7
Total energy in hartree: -1745.36517
HOMO in eV: -9.04
LUMO level in eV: -0.8

Structure (XYZ):
```
9
C2H2OS4 (ωB97M-V with the def2-TZVPD basis set)
C -0.7982 0.0613 -0.8950
C 1.0048 -0.8521 2.0349
O 0.1607 0.5382 -0.4039
S 0.8920 -2.3886 -0.6626
S -0.9163 -1.5743 -1.4370
S 0.7858 -2.4444 1.3971
S 1.2047 -0.6603 3.6342
H -1.8901 0.6022 -1.0174
H 0.8610 -0.0538 1.3332
```

---

No. 4
C3H4I2O | ωB97M-V with the def2-TZVPD basis set

Output
Energy relative to the best compared isomer or geometry (same formula, charge and spin) in kJ/mol: 254.8
Total energy in hartree: -787.22593
HOMO (alpha / beta) in eV: -8.34 / -8.34
LUMO level (alpha / beta) in eV: -1.0 / -1.0

Structure (XYZ):
```
10
C3H4I2O (ωB97M-V with the def2-TZVPD basis set)
C -1.6552 -0.2406 0.7053
C 1.1255 0.7653 -0.1055
C 0.2115 -0.1159 -0.7672
O -1.6644 0.5430 1.5872
I -2.8210 -1.9653 0.6021
I 0.6266 -2.1884 -0.3062
H 2.2089 0.7172 -0.4574
H 0.8908 1.7455 -0.4539
H 1.1140 0.8218 1.0013
H -0.0367 -0.0826 -1.8057
```

---

> The lowest energy relative to the best compared isomer or geometry (same formula, charge and spin) belongs to which entry?

C2H2OS4

---

> The lowest total energy belongs to which entry?

C31H29BrN4O6ReS